Formula: CH2BrN
Source: OMol25
Level of theory: wB97M-V/def2-TZVPD

Last column: natural (NBO) charge in e.
Atoms and positions in Å:
C: 0.2749 -1.1462 1.1304  0.1090
N: -0.3144 -0.4163 0.4844  -0.3340
H: 0.8395 -1.8115 1.7281  0.2332
Br: -0.2705 2.1805 -2.1590  -0.2321
H: -0.5296 1.1935 -1.1839  0.2239

- relative energy (zero: lowest compared OMol25 entry of this formula, charge and spin) (kJ/mol) = 0.0
- LUMO level (eV) = 0.86
- HOMO-LUMO gap (Eh) = 0.419

Formula: C3H6N4
Source: OMol25
Level of theory: wB97M-V/def2-TZVPD

Last column: natural (NBO) charge in e.
Atoms and positions in Å:
N: 1.7347 0.5934 1.5474  -0.6398
N: 0.5957 -0.1765 1.4849  -0.4472
C: -0.0052 -0.1258 0.2607  0.2785
C: -1.3437 -0.4719 0.0183  -0.3776
C: -1.4156 -0.3946 -1.3808  -0.0333
N: -0.1632 0.0205 -1.7384  -0.3621
N: 0.7119 0.3290 -0.7340  -0.3454
H: 1.4886 1.5122 1.0132  0.3365
H: 2.5544 0.2276 0.9618  0.3559
H: -0.0139 -0.4382 2.4232  0.3877
H: -1.9849 -0.7467 0.8894  0.2325
H: -1.9783 -0.9047 -2.1388  0.2249
H: -0.1804 0.5758 -2.6069  0.3895

- relative energy (zero: lowest compared OMol25 entry of this formula, charge and spin) (kJ/mol) = 292.0
- LUMO level (eV) = 1.07
- HOMO-LUMO gap (Eh) = 0.336

Formula: C5H8O
Source: OMol25
Level of theory: wB97M-V/def2-TZVPD

Last column: natural (NBO) charge in e.
Atoms and positions in Å:
C: -0.1225 1.3187 0.1780  -0.1882
C: 1.1084 0.8107 0.1584  -0.2242
C: 1.3640 -0.6729 0.2009  -0.1048
O: 0.1900 -1.4455 0.3204  -0.5257
C: -0.8617 -0.9133 -0.4595  -0.0615
C: -1.3184 0.3971 0.1680  -0.4711
H: -0.2735 2.3953 0.1405  0.2081
H: 1.9874 1.4481 0.0826  0.2098
H: 1.9859 -0.9261 1.0680  0.1999
H: 1.9183 -0.9782 -0.7041  0.1711
H: -1.6423 -1.6764 -0.5028  0.1920
H: -0.5145 -0.7180 -1.4869  0.1609
H: -2.1612 0.8324 -0.3819  0.2132
H: -1.6696 0.1933 1.1888  0.2205

- relative energy (zero: lowest compared OMol25 entry of this formula, charge and spin) (kJ/mol) = 101.0
- LUMO level (eV) = 1.11
- HOMO-LUMO gap (Eh) = 0.385